13
Properties=species:S:1:pos:R:3:mulliken_charge:R:1 method="wB97M-V/def2-TZVPD" e_tot_ha=-286.42123 lumo_ha=0.0350 multiplicity=1 smiles="C=CN1CCO1"
C 1.70 -1.34 -0.86 -0.80
C 1.48 -0.07 -0.37 0.05
N 0.30 0.57 -0.34 -0.16
C -1.24 -0.16 0.00 -0.33
C -1.37 1.08 0.80 -0.24
O 0.00 1.39 0.78 -0.34
H 2.72 -1.81 -0.80 0.21
H 0.96 -2.00 -1.31 0.27
H 2.07 0.51 0.24 0.43
H -1.03 -1.20 0.42 0.30
H -1.87 -0.13 -0.82 0.25
H -2.05 1.96 0.36 0.17
H -1.69 1.19 1.91 0.19

***

107
Properties=species:S:1:pos:R:3:mulliken_charge:R:1 method="wB97M-V/def2-TZVPD" charge=-1 e_tot_ha=-4942.38032 lumo_ha=-0.1159 multiplicity=1
C 3.23 -2.65 3.79 -0.90
C 2.39 -1.87 2.62 -0.42
C 1.80 -2.83 1.43 0.45
C 2.41 -2.50 -0.08 1.36
C 1.47 -1.18 -0.52 0.05
C 2.14 -0.20 -1.64 -0.07
C 1.22 1.17 -1.87 -0.81
C 0.99 2.02 -0.45 0.30
C 2.03 3.18 0.08 -0.44
C 1.71 3.95 1.51 -0.32
C 0.38 3.49 2.36 -0.24
C -0.68 2.35 1.84 -0.31
C -0.39 1.63 0.42 -0.01
O 3.76 -1.99 -0.11 -0.11
S 5.02 -2.97 0.38 0.19
O 4.58 -4.21 1.26 -0.46
O 5.70 -3.78 -1.00 -0.29
C 4.71 -4.02 -2.04 0.20
I 4.61 -2.31 -3.47 0.05
C 5.42 -5.23 -2.98 -0.68
N 6.94 -5.19 -2.77 -0.43
C 3.28 -4.64 -1.61 -2.09
C 2.08 -3.60 -1.24 1.20
C 0.71 -4.47 -1.08 -0.46
C -0.38 -4.20 -2.32 -0.95
C -1.57 -3.16 -2.00 -0.21
C -2.10 -3.07 -0.46 -0.38
S -3.83 -2.39 -0.23 0.68
O -3.70 -1.12 0.70 -0.33
O -4.59 -2.07 -1.54 -0.35
Cl -4.85 -3.81 0.98 -0.24
H 2.78 -3.73 3.90 0.23
H 4.35 -2.73 3.41 0.19
H 3.18 -2.00 4.76 0.35
H 1.45 -1.37 3.15 0.30
H 3.01 -0.95 2.17 0.23
H 0.62 -2.62 1.36 -0.95
H 1.87 -3.99 1.66 0.47
H 0.49 -1.63 -0.96 -1.06
H 1.18 -0.62 0.47 0.15
H 2.08 -0.79 -2.67 0.04
H 3.21 0.19 -1.42 0.17
H 0.20 0.88 -2.38 0.16
H 1.83 1.84 -2.64 0.54
H 3.00 3.44 -0.55 0.38
H 2.39 4.80 1.95 0.08
H 0.18 4.01 3.40 0.29
H -1.62 2.04 2.47 0.15
H -1.07 0.77 -0.02 0.11
H 4.94 -6.28 -2.78 0.40
H 5.23 -4.99 -4.14 0.33
H 7.38 -4.44 -3.35 0.24
H 7.37 -6.12 -2.95 0.20
H 3.48 -5.45 -0.76 0.33
H 2.89 -5.29 -2.53 0.47
H 1.90 -2.96 -2.23 0.04
H 1.02 -5.61 -1.28 0.43
H 0.21 -4.50 -0.03 0.20
H 0.26 -3.92 -3.29 0.31
H -0.89 -5.25 -2.60 0.33
H -1.25 -2.09 -2.42 0.25
H -2.51 -3.47 -2.67 0.41
H -1.95 -4.12 0.04 0.60
H -1.36 -2.34 0.12 0.13
O -4.06 1.31 2.53 -0.33
H -3.55 2.00 2.04 0.45
H -3.99 0.43 2.08 0.44
H -5.01 1.58 2.65 0.48
C 7.25 1.16 -1.90 0.76
O 6.78 0.89 -3.03 -0.64
O 7.02 0.16 -1.05 -0.45
O 7.85 2.16 -1.47 -0.68
H 6.57 -0.36 -1.74 0.27
Al -2.51 -2.42 1.85 0.03
Cl -4.31 -1.48 -3.47 -0.38
O -8.13 -1.50 -2.21 -0.67
C -7.42 -0.73 -1.38 0.01
C -8.40 0.33 -0.68 -0.04
O -7.68 1.11 0.14 -0.66
H -6.60 -0.13 -1.83 0.18
H -6.88 -1.23 -0.56 0.12
H -9.20 -0.27 -0.22 0.26
H -8.94 0.83 -1.50 -0.05
N -8.80 1.15 -4.39 -0.41
H -8.50 0.79 -5.30 0.39
H -9.83 1.16 -4.34 0.41
H -8.43 0.54 -3.65 0.13
H -8.44 2.10 -4.25 0.40
O -4.58 0.94 -5.79 -0.55
H -5.24 1.63 -5.65 0.25
H -4.96 0.15 -5.37 0.29
F 6.17 -5.76 -0.20 -0.60
F 1.07 2.82 -3.87 -0.78
C 1.50 8.80 5.54 -0.77
C 1.37 7.61 4.94 0.32
C 0.03 6.99 4.73 0.81
O -0.06 5.91 4.16 -0.49
C -1.15 7.71 5.24 -0.98
C -1.02 8.90 5.84 0.41
C 0.32 9.53 6.02 0.89
O 0.40 10.63 6.56 -0.61
O -2.12 9.58 6.32 -0.57
O 2.47 6.92 4.48 -0.58
H 2.46 9.26 5.69 0.43
H -2.11 7.24 5.10 0.42
H -1.77 10.41 6.71 0.35
H 2.12 6.09 4.09 0.29